Formula: C29H38CoN4O2P2
Source: OMol25
Level of theory: the ωB97M-V functional and the def2-TZVPD basis

```
76
C29H38CoN4O2P2, DFT the ωB97M-V functional and the def2-TZVPD basis
Co 4.7051 -2.2649 0.1275
C 0.4791 -3.6965 -3.1168
C 0.6637 -2.4034 -2.8133
C 0.0588 -1.6070 -1.6842
C 0.4890 -1.9215 -0.2501
C -0.2235 -3.0275 0.4914
C -0.8498 -4.0612 -0.0855
C -1.4952 -4.1192 -1.4353
C -0.5357 -4.6554 -2.5432
C 4.6420 -3.7117 1.6342
H 1.1093 -4.1679 -3.8643
H 1.3521 -1.8542 -3.4358
H -1.0326 -1.5557 -1.7791
H 0.4521 -0.5998 -1.8426
H 1.5309 -2.2134 -0.2448
H 0.4038 -0.9994 0.3511
H -0.1938 -2.9505 1.5862
H -0.8783 -5.0080 0.4716
H -1.9521 -3.1808 -1.7508
H -2.2820 -4.8678 -1.3868
H -0.0253 -5.5712 -2.1575
H -1.1592 -4.9760 -3.4059
H 4.3455 -4.6767 1.1692
H 3.9312 -3.4226 2.4356
H 5.6913 -3.7784 1.9834
P -0.4951 1.2537 2.3239
P 0.3259 2.4552 -1.0672
N -1.9565 0.5186 3.0055
N -0.3431 2.4554 3.7037
N -1.1753 2.2481 -2.0132
N 0.7244 3.9719 -1.9635
C -1.4442 2.4226 1.2214
C -0.5395 3.3080 0.3458
C -2.0306 -0.8495 3.2746
C -3.3049 -1.1482 3.7523
C -4.0421 0.0791 3.8248
C -3.1925 1.0840 3.3596
C 0.8074 2.4941 4.4918
C 0.6645 3.4924 5.4521
C -0.6244 4.0848 5.2728
C -1.2144 3.4386 4.1900
C -1.3776 1.1171 -2.8052
C -2.7189 1.0331 -3.1467
C -3.3771 2.1746 -2.5976
C -2.4152 2.9004 -1.9092
C -0.0636 4.8843 -2.6810
C 0.6979 6.0130 -2.9821
C 1.9973 5.8028 -2.4118
C 1.9822 4.5662 -1.7794
H -2.1018 3.0862 1.7911
H -2.0945 1.8035 0.6068
H -1.1171 4.1647 -0.0397
H 0.2852 3.7442 0.9276
H -1.1668 -1.4688 3.0947
H -3.6645 -2.1326 4.0129
H -5.0603 0.2057 4.1756
H -3.3987 2.1407 3.2475
H 1.6129 1.8051 4.2807
H 1.4026 3.7655 6.1861
H -1.0607 4.8810 5.8611
H -2.1773 3.6318 3.7337
H -0.5346 0.5118 -3.1102
H -3.1628 0.2229 -3.7069
H -4.4311 2.4297 -2.6941
H -2.5168 3.8464 -1.3870
H -1.0917 4.6762 -2.9308
H 0.3706 6.8775 -3.5446
H 2.8359 6.4804 -2.4543
H 2.7414 4.0395 -1.2219
C 3.8117 -5.2631 -2.3825
C 4.3497 -4.1243 -1.5594
O 5.5603 -3.9426 -1.2212
O 3.4684 -3.2513 -1.1644
H 3.7764 -4.9638 -3.4381
H 2.8022 -5.5382 -2.0699
H 4.4503 -6.1378 -2.3085
```

**E_LUMO (spin up / spin down)**: -0.038 / -0.043 hartree
**2S+1**: 4
**Energy above the lowest of the compared OMol25 structures with the same formula, charge and spin**: 0.0000 eV
**Gap between HOMO and LUMO (spin up / spin down)**: 7.261 / 7.131 eV

These are the Mulliken partial charges, in e, on atoms 1 to 6:
1. Co 0.4824
2. C -0.8637
3. C -0.2907
4. C -0.3342
5. C 1.0881
6. C -0.3775

---

Formula: C29H38F3O4Zr
Source: OMol25
Level of theory: the ωB97M-V functional and the def2-TZVPD basis

```
75
C29H38F3O4Zr, DFT the ωB97M-V functional and the def2-TZVPD basis
Zr -7.4088 12.8504 24.4611
C -11.1736 14.4284 22.5389
C -9.7231 14.0036 22.3643
O -9.0851 13.5191 23.5287
H -11.2609 15.2977 23.1993
H -11.6798 13.6758 23.1496
H -11.5968 14.6481 21.5639
H -9.1825 14.8222 21.8815
H -9.7491 13.1442 21.6808
F -8.3859 21.9500 25.4731
C -9.0187 20.7931 25.3560
C -10.2637 20.7854 24.7195
C -11.0205 19.6426 24.8024
C -10.4673 18.4585 25.3082
C -9.2248 18.5001 25.9487
C -8.4901 19.6682 25.9683
H -10.6121 21.7053 24.2704
H -12.0025 19.6180 24.3473
H -11.0313 17.5357 25.2667
H -8.9481 17.5485 26.3889
H -7.5315 19.7249 26.4661
F -10.0027 11.4175 19.3615
C -11.1946 11.6913 18.7655
C -11.2681 11.7038 17.3890
C -12.5272 11.8290 16.8038
C -13.6569 12.0050 17.5858
C -13.5445 11.9622 18.9770
C -12.3016 11.8727 19.5758
H -10.4130 11.4971 16.7609
H -12.4996 11.9191 15.7257
H -14.6445 12.1035 17.1578
H -14.4670 12.1182 19.5220
H -12.1876 11.7417 20.6462
F -13.8228 17.1729 16.9443
C -13.7993 17.0717 18.2518
C -13.5168 15.8002 18.7775
C -13.6036 15.5403 20.1249
C -13.7973 16.6113 20.9926
C -13.8809 17.9237 20.5069
C -13.9414 18.1298 19.1477
H -13.3583 15.0292 18.0284
H -13.4636 14.5299 20.4820
H -13.7824 16.4107 22.0576
H -13.9422 18.7552 21.1933
H -14.1426 19.1046 18.7156
C -9.0062 14.7134 28.5031
C -9.5448 14.2554 27.1797
O -8.8024 13.8798 26.2646
C -11.0187 14.3653 26.9971
H -9.2389 13.9453 29.2430
H -9.4495 15.6752 28.7590
H -7.9290 14.8396 28.4096
H -11.4049 13.5906 26.3328
H -11.2700 15.3083 26.5015
H -11.5411 14.3359 27.9501
C -11.4729 10.7176 24.9181
C -10.0418 10.3920 25.2083
O -9.1942 11.2912 25.1300
C -9.6976 9.0112 25.6254
H -11.9559 9.9165 24.3657
H -11.4777 11.6349 24.3278
H -11.9704 10.9658 25.8584
H -10.0029 8.2696 24.8888
H -10.2249 8.8406 26.5720
H -8.6464 8.8820 25.8777
C -4.9147 14.6309 20.8881
C -6.2269 13.9964 21.1514
O -6.5244 13.6341 22.3168
C -7.1797 13.8356 20.0125
H -4.2088 14.6242 21.7153
H -5.1188 15.6524 20.5479
H -4.3543 14.1586 20.0762
H -7.6514 14.8180 19.9176
H -7.8914 13.0301 20.1792
H -6.6111 13.5755 19.1208
```

**E_LUMO**: -0.480 hartree
**2S+1**: 1
**Total charge**: +3
**Energy above the lowest of the compared OMol25 structures with the same formula, charge and spin**: 0.0000 eV
**Gap between HOMO and LUMO**: 1.622 eV

These are the Mulliken partial charges, in e, on atoms 1 to 6:
1. Zr 2.1015
2. C -0.7714
3. C 0.0863
4. O -0.1979
5. H 0.2133
6. H 0.2453

---

Formula: C29H38GaN8OS2
Source: OMol25
Level of theory: the ωB97M-V functional and the def2-TZVPD basis

```
79
C29H38GaN8OS2, DFT the ωB97M-V functional and the def2-TZVPD basis
Ga -0.1885 -0.5415 0.4870
C -0.4552 -0.9777 -3.8468
C -0.8192 -0.9140 -2.5078
N 0.1005 -0.6857 -1.5733
C 1.3765 -0.5099 -1.9525
C 1.7091 -0.5611 -3.3001
N 0.7995 -0.7988 -4.2349
C 2.3288 -0.2279 -0.8476
C 3.6893 -0.0837 -0.9826
C 4.4792 0.2072 0.1437
C 3.8150 0.3394 1.3740
C 2.4513 0.1696 1.4435
N 1.7319 -0.1113 0.3487
C 1.6275 0.2616 2.6758
C 2.1085 0.6157 3.9287
N 1.3134 0.6797 4.9889
C 0.0356 0.3742 4.8219
C -0.4678 0.0057 3.5789
N 0.3274 -0.0328 2.5133
C 5.9410 0.3663 0.0355
C 6.5608 0.5407 -1.2020
C 7.9387 0.6901 -1.2470
N 8.7150 0.6713 -0.1691
C 8.1262 0.5017 1.0094
C 6.7568 0.3493 1.1672
H -1.1940 -1.1720 -4.6143
H -1.8447 -1.0386 -2.1876
H 2.7251 -0.3989 -3.6371
H 4.1498 -0.2179 -1.9488
H 4.3705 0.5848 2.2651
H 3.1525 0.8535 4.0887
H -0.6091 0.4192 5.6907
H -1.5035 -0.2804 3.4521
H 6.0112 0.5945 -2.1310
H 8.4388 0.8344 -2.1972
H 8.7775 0.4836 1.8751
H 6.3716 0.1907 2.1641
C -5.2818 -3.8234 0.2345
C -4.1127 -3.4237 -0.6460
N -2.9347 -2.9824 0.1304
C -1.7724 -3.5824 0.3414
S -0.4488 -2.7126 1.1120
N -1.4940 -4.8415 0.0742
C -2.3846 -6.0065 -0.1468
C -2.2895 -6.5456 -1.5602
H -6.1279 -4.1114 -0.3884
H -5.6040 -2.9921 0.8637
H -5.0404 -4.6601 0.8888
H -4.3852 -2.5751 -1.2766
H -3.7965 -4.2160 -1.3192
H -3.0282 -2.0896 0.5872
H -0.5127 -5.0734 0.1503
H -3.3943 -5.7210 0.1279
H -2.0637 -6.7546 0.5782
H -2.6696 -5.8393 -2.2992
H -2.8724 -7.4624 -1.6353
H -1.2595 -6.7889 -1.8214
C -2.6865 5.1959 -1.1956
C -2.7652 3.6896 -0.9506
C -2.1953 3.3714 0.4245
S -2.3592 1.7158 1.0956
O -1.3931 0.8681 0.1864
C -4.0277 1.2000 0.6457
C -4.1971 0.5753 -0.7355
C -5.6598 0.2070 -0.9672
H -3.0260 5.4329 -2.2017
H -1.6649 5.5634 -1.0944
H -3.3157 5.7415 -0.4922
H -2.1978 3.1566 -1.7162
H -3.8038 3.3632 -1.0206
H -2.6302 4.0028 1.2073
H -1.1131 3.5262 0.4667
H -4.6281 2.1076 0.7558
H -4.3405 0.5166 1.4383
H -3.5612 -0.3127 -0.8121
H -3.8500 1.2604 -1.5091
H -6.0139 -0.5206 -0.2340
H -5.8024 -0.2127 -1.9619
H -6.3025 1.0841 -0.8906
```

**E_LUMO**: -0.344 hartree
**2S+1**: 1
**Total charge**: +3
**Gap between HOMO and LUMO**: 6.603 eV

These are the Mulliken partial charges, in e, on atoms 1 to 6:
1. Ga -0.0394
2. C -0.6483
3. C 0.0611
4. N -0.1124
5. C -0.0657
6. C -0.3815

---

Formula: C29H38IN2O2PtSSeSi3
Source: OMol25
Level of theory: the ωB97M-V functional and the def2-TZVPD basis

```
78
C29H38IN2O2PtSSeSi3, DFT the ωB97M-V functional and the def2-TZVPD basis
Pt 0.4986 -0.5468 -0.3793
C 2.9990 2.0682 0.8882
Si 2.0509 1.4679 -0.6515
C 2.7221 2.1071 -2.3255
C 0.6596 2.8131 -0.4729
C 1.1332 4.1324 -0.5721
C 0.2876 5.2134 -0.3668
C -1.0491 4.9908 -0.0454
C -1.5241 3.6914 0.0517
C -0.6832 2.5837 -0.1755
Si -1.4758 0.8527 -0.2649
C -2.7787 1.1342 1.1242
C -2.2597 -0.3726 -2.9198
H 3.6003 2.9606 0.6617
H 3.6729 1.3094 1.3092
H 2.2665 2.3547 1.6541
H 3.6888 2.6123 -2.1921
H 2.0247 2.8179 -2.7825
H 2.8884 1.2830 -3.0336
H 2.1810 4.3219 -0.8087
H 0.6705 6.2276 -0.4546
H -1.7189 5.8298 0.1177
H -2.5766 3.5366 0.2745
H -3.7767 1.2548 0.6837
H -2.5519 2.0244 1.7140
H -2.8303 0.2893 1.8144
H -2.8463 -1.1492 -2.4337
H -1.2359 -0.7330 -3.0283
H -2.6736 -0.2133 -3.9223
O -3.4023 -1.9866 -0.2045
S -2.0633 -1.5198 0.1666
O -1.7090 -1.9075 1.5676
N -0.8524 -2.1949 -0.7801
C -0.4982 -3.5480 -0.5962
C -1.4074 -4.5466 -0.2710
C -1.0215 -5.8985 -0.1798
C 0.2671 -6.2912 -0.4017
C 1.2360 -5.3125 -0.7115
C 2.5965 -5.6382 -0.9165
C 3.4981 -4.6523 -1.1781
C 3.0405 -3.3158 -1.2358
N 1.7927 -2.9713 -1.0604
C 0.8695 -3.9451 -0.8037
C -2.3137 0.9666 -2.1547
C -3.7144 1.4085 -1.9249
C -4.1364 2.6803 -2.1844
C -3.2759 3.6333 -2.7874
C -1.9695 3.2359 -3.1700
C -1.5134 1.9825 -2.8993
H -2.4381 -4.2660 -0.1030
H -1.7725 -6.6406 0.0706
H 0.5622 -7.3333 -0.3334
H 2.9045 -6.6772 -0.8554
H 4.5494 -4.8645 -1.3301
H 3.7541 -2.5139 -1.4281
H -4.4081 0.6654 -1.5367
H -5.1627 2.9561 -1.9614
H -3.6250 4.6400 -2.9887
H -1.3231 3.9421 -3.6844
H -0.5117 1.6873 -3.2178
C 1.9934 0.5348 4.2736
Si 0.5040 -0.4941 3.8562
C -1.0231 0.5210 3.6986
C 0.2942 -1.8082 5.1509
Se 1.0153 -1.6051 1.9236
H 1.8929 0.9259 5.2946
H 2.1109 1.3754 3.5798
H 2.9063 -0.0728 4.2251
H -1.3657 0.8260 4.6957
H -1.8065 -0.0693 3.2103
H -0.8442 1.4150 3.0902
H 0.1564 -1.3532 6.1392
H 1.1813 -2.4516 5.1815
H -0.5751 -2.4395 4.9296
I 5.2276 0.0951 -1.0568
C 3.1021 -0.2779 -0.8359
H 2.8335 -0.8137 -1.7435
H 3.0816 -0.9444 0.0178
```

**E_LUMO (spin up / spin down)**: 0.079 / 0.013 hartree
**2S+1**: 5
**Total charge**: -1
**Energy above the lowest of the compared OMol25 structures with the same formula, charge and spin**: 0.2795 eV
**Gap between HOMO and LUMO (spin up / spin down)**: 5.609 / 5.380 eV

These are the Mulliken partial charges, in e, on atoms 1 to 6:
1. Pt -0.2628
2. C -1.2315
3. Si 1.6863
4. C -1.5851
5. C -0.2319
6. C -0.0841

---

Q: Which electronic energy values were calculated for the entries above? A: -3562.66007, -1774.31747, -4361.52456, -5472.96475, in Eh.